Record 1
{"formula": "C3H5N3P", "method": "ωB97M-V/def2-TZVPD", "mol_weight_da": 114.07, "energy_ev": -16936.255, "total_charge": 1, "e_lumo_ha": [-0.2349, -0.2136], "homo_lumo_gap_ev": [7.3, 9.1], "relative_energy_kcal_mol": 144.36, "elements": ["C", "C", "C", "N", "N", "N", "P", "H", "H", "H", "H", "H"], "xyz": [[0.01745, -0.85070, -0.23974], [-1.21413, -1.34409, -0.17704], [0.01589, 1.46628, -0.33902], [-2.72413, 1.06803, -0.05080], [0.58165, 0.42686, 0.12634], [1.83618, 0.36934, 0.60486], [-2.77538, -0.39275, 0.22647], [0.84694, -1.46698, -0.78091], [-1.30503, -2.35135, -0.63981], [0.29609, 2.42899, -0.42122], [2.14194, -0.58655, 0.75074], [2.28254, 1.23291, 0.94014]], "forces_ev_per_a": [[1.536, -2.322, -1.223], [0.600, 0.667, -0.892], [-1.565, -3.691, 0.791], [1.504, 2.767, -0.745], [-1.277, 1.357, -1.348], [0.802, -0.076, 0.385], [-0.737, -3.391, 0.977], [-1.468, 1.036, 1.288], [-0.262, 0.760, 0.633], [0.899, 3.266, -0.072], [0.340, 0.597, 0.394], [-0.371, -0.969, -0.186]], "nbo_charge": [-0.042, -0.483, 0.362, -0.730, -0.190, -0.607, 1.084, 0.256, 0.290, 0.198, 0.424, 0.439]}

=====

Record 2
{"formula": "C10H20NO4S", "method": "ωB97M-V/def2-TZVPD", "mol_weight_da": 250.34, "energy_ev": -31199.768, "total_charge": -1, "e_lumo_ha": 0.0711, "homo_lumo_gap_ev": 2.7, "elements": ["C", "O", "C", "C", "C", "C", "C", "C", "S", "C", "C", "N", "H", "H", "H", "H", "H", "H", "H", "H", "H", "H", "H", "H", "H", "H", "H", "H", "H", "H", "H", "H", "C", "O", "O", "O"], "xyz": [[2.52874, -2.78760, 0.13026], [3.65909, -2.01174, 0.65849], [3.55229, -0.57694, 0.35710], [3.18866, 0.25709, 1.74111], [1.56234, 0.63292, 1.81894], [1.32127, 1.83057, 0.72563], [-0.06979, 1.71405, -0.13700], [-0.33547, 0.25320, -0.83205], [-2.22145, -0.03238, -0.73693], [-2.69772, -0.82488, 0.89341], [-4.34155, -0.92300, 0.94905], [-5.20095, 0.15593, 0.82681], [1.86440, -2.23345, -0.65664], [3.00399, -3.75236, -0.38814], [1.79605, -3.21184, 0.95363], [2.87486, -0.30591, -0.55707], [4.65264, -0.21987, 0.06140], [3.56393, -0.29084, 2.70661], [3.75521, 1.30580, 1.72135], [0.87669, -0.30679, 1.68830], [1.36256, 1.06502, 2.91049], [2.29086, 1.95981, 0.06408], [1.23415, 2.84147, 1.35409], [0.03425, 2.49320, -1.03541], [-0.97936, 2.07088, 0.51604], [0.28251, -0.63357, -0.38379], [-0.09527, 0.27961, -1.99495], [-2.74102, 1.28897, -0.68905], [-2.23356, -1.91122, 0.92422], [-2.26302, -0.21253, 1.81138], [-4.81329, -2.00640, 1.10798], [-4.60824, 1.02997, 0.69447], [-2.72320, 0.80351, -4.27507], [-3.25647, 1.71032, -3.65458], [-1.50749, 0.58058, -4.30691], [-3.31665, -0.03155, -4.96725]], "forces_ev_per_a": [[-0.198, -1.729, -0.474], [-2.260, 0.944, -1.474], [1.776, 1.164, 1.050], [-0.728, 0.720, -0.370], [1.176, 0.568, 0.702], [-0.465, 0.510, 0.795], [1.003, 0.797, -0.769], [0.832, 1.112, -0.399], [0.300, -0.128, -0.970], [-0.870, -0.558, 1.866], [-1.661, 2.402, -0.201], [4.417, -3.492, 0.484], [1.489, -0.813, 1.386], [-1.106, 2.138, 1.002], [1.565, 1.107, -1.268], [0.958, -0.722, 1.841], [-2.315, -0.921, 0.529], [-0.737, 0.724, -2.074], [-1.186, -2.229, -0.030], [1.372, 1.745, 0.065], [0.286, -0.990, -2.333], [-2.199, -0.436, 1.059], [0.244, -2.100, -1.456], [-0.486, -1.714, 1.952], [1.859, -0.899, -1.134], [-1.632, 1.585, -0.461], [-0.990, 0.097, 1.965], [0.646, -1.164, -0.096], [-0.906, 2.320, -0.307], [-0.978, -1.176, -1.933], [1.151, 2.575, -0.470], [-0.833, -1.177, 0.141], [0.309, -1.995, -1.449], [-1.947, 3.324, 3.048], [6.048, 0.441, 1.720], [-3.937, -2.033, -1.934]], "nbo_charge": [-0.278, -0.562, -0.089, -0.429, -0.429, -0.423, -0.443, -0.566, 0.593, -0.648, 0.047, -0.592, 0.186, 0.196, 0.176, 0.194, 0.189, 0.226, 0.201, 0.202, 0.210, 0.214, 0.218, 0.262, 0.205, 0.232, 0.334, 0.206, 0.257, 0.239, 0.202, 0.316, 0.892, -0.852, -0.871, -0.813]}

=====

Record 3
{"formula": "C4H2O2", "method": "ωB97M-V/def2-TZVPD", "mol_weight_da": 82.06, "energy_ev": -8269.468, "total_charge": 0, "e_lumo_ha": -0.0376, "homo_lumo_gap_ev": 9.0, "relative_energy_kcal_mol": 70.57, "elements": ["O", "C", "C", "C", "C", "O", "H", "H"], "xyz": [[-0.01223, 2.75279, 0.34901], [-0.03744, 1.60687, 0.31459], [0.53346, 0.62448, -1.34402], [0.37677, -0.59371, -1.10158], [-0.05749, -1.40581, -0.04082], [-0.40122, -0.85412, 1.03877], [-0.27778, 0.36646, 0.86207], [-0.12407, -2.49696, -0.07802]], "forces_ev_per_a": [[-0.001, -1.193, -0.105], [-0.057, 1.409, 0.310], [-0.020, -0.720, -0.066], [0.064, 0.557, -0.086], [-0.083, 0.123, 0.273], [0.089, 0.008, -0.257], [-0.009, -0.315, -0.043], [0.018, 0.132, -0.026]], "nbo_charge": [-0.414, 0.511, -0.042, -0.430, 0.404, -0.566, 0.355, 0.180]}

=====

Record 4
{"formula": "C4H7N3O", "method": "ωB97M-V/def2-TZVPD", "mol_weight_da": 113.12, "energy_ev": -10774.193, "total_charge": 0, "smiles": "OC[C@@H]1C=NNC=N1", "e_lumo_ha": 0.0120, "homo_lumo_gap_ev": 8.8, "relative_energy_kcal_mol": 128.08, "elements": ["O", "C", "C", "C", "N", "N", "C", "N", "H", "H", "H", "H", "H", "H", "H"], "xyz": [[-2.57225, 0.05147, -0.72725], [-1.21327, 0.64396, -0.41776], [-0.48553, -0.24960, 0.65632], [0.47040, 0.85365, 1.11643], [1.63712, 0.99263, 0.64056], [1.86650, -0.20708, -0.13779], [1.15571, -1.23873, -0.34577], [-0.17308, -1.37556, -0.16571], [-2.29660, -0.66262, -1.54738], [-0.85997, 0.88819, -1.36488], [-1.34533, 1.72547, -0.01681], [-1.26123, -0.39212, 1.53031], [0.47413, 1.18380, 2.18748], [2.90076, -0.36847, -0.27888], [1.70262, -1.84499, -1.12889]], "forces_ev_per_a": [[2.933, -2.030, -3.078], [-4.524, 1.139, 2.542], [-3.962, 3.411, -0.503], [1.351, -1.933, 2.966], [0.128, -2.311, -0.363], [6.203, 4.486, 0.000], [-5.101, -4.133, -3.364], [5.244, -0.779, 1.369], [-1.372, 2.893, 3.694], [2.078, -0.462, -1.494], [-0.470, -1.603, -0.103], [1.383, -0.145, -1.838], [-1.215, 0.998, -1.275], [-1.828, 0.784, 0.113], [-0.848, -0.313, 1.334]], "nbo_charge": [-0.730, -0.080, -0.188, 0.071, -0.229, -0.467, 0.246, -0.498, 0.470, 0.191, 0.171, 0.223, 0.230, 0.402, 0.190]}

=====

Record 5
{"formula": "C25H27N5O5S", "method": "ωB97M-V/def2-TZVPD", "mol_weight_da": 509.59, "energy_ev": -54886.147, "total_charge": 0, "smiles": "CCn1cc2nc(SCC(=O)Nc3ccc(OC)c(OC)c3)n(Cc3ccc(OC)cc3)c(=O)c2n1", "e_lumo_ha": 0.0176, "homo_lumo_gap_ev": 8.3, "relative_energy_kcal_mol": 57.42, "elements": ["C", "C", "N", "C", "C", "N", "C", "S", "C", "C", "O", "N", "C", "C", "C", "C", "O", "C", "C", "O", "C", "C", "N", "C", "C", "C", "C", "C", "O", "C", "C", "C", "C", "O", "C", "N", "H", "H", "H", "H", "H", "H", "H", "H", "H", "H", "H", "H", "H", "H", "H", "H", "H", "H", "H", "H", "H", "H", "H", "H", "H", "H", "H"], "xyz": [[1.73806, -4.54487, -1.55311], [2.97298, -3.75313, -1.13586], [2.61928, -2.43374, -0.68140], [1.87297, -2.13107, 0.39913], [1.77209, -0.75121, 0.41143], [1.13342, 0.11543, 1.24464], [1.22152, 1.35382, 0.92618], [0.30909, 2.45232, 2.00835], [-1.37898, 2.28896, 1.29974], [-1.59950, 0.94614, 0.62435], [-1.79926, 0.87117, -0.56804], [-1.56784, -0.09505, 1.49084], [-1.53086, -1.45906, 1.17488], [-1.90979, -1.95916, -0.05747], [-1.82817, -3.32286, -0.30234], [-1.37159, -4.19936, 0.66493], [-1.23909, -5.55036, 0.50838], [-1.74847, -6.13569, -0.66414], [-0.98706, -3.68959, 1.92607], [-0.52809, -4.61095, 2.81896], [-0.15567, -4.17006, 4.10105], [-1.07930, -2.33220, 2.16678], [1.93873, 1.88338, -0.09965], [1.97722, 3.32328, -0.32298], [0.67557, 3.83963, -0.87621], [0.04034, 3.17137, -1.91243], [-1.17367, 3.61043, -2.40856], [-1.77243, 4.74454, -1.87125], [-2.97028, 5.25792, -2.26703], [-3.68594, 4.58299, -3.27333], [-1.12528, 5.43296, -0.84315], [0.08133, 4.98163, -0.35102], [2.65170, 1.08010, -1.02468], [3.28214, 1.58857, -1.92259], [2.51245, -0.32414, -0.72134], [3.01195, -1.37638, -1.36520], [1.18452, -3.99931, -2.31369], [2.03964, -5.50615, -1.95991], [1.08719, -4.71642, -0.69975], [3.50408, -4.27813, -0.33579], [3.64723, -3.61274, -1.98290], [1.47416, -2.87692, 1.05262], [-2.05448, 2.42622, 2.14381], [-1.52005, 3.08776, 0.57255], [-1.25451, 0.11852, 2.42933], [-2.25454, -1.29386, -0.82934], [-2.12720, -3.68938, -1.27081], [-1.60735, -7.20816, -0.54000], [-1.20523, -5.80186, -1.55485], [-2.81481, -5.92226, -0.78894], [0.16415, -5.06290, 4.63577], [0.67488, -3.45689, 4.05919], [-0.99831, -3.71424, 4.63108], [-0.78088, -1.92277, 3.11874], [2.22438, 3.82649, 0.61507], [2.78470, 3.48636, -1.04521], [0.49179, 2.28875, -2.34020], [-1.64143, 3.05329, -3.20308], [-4.61182, 5.14181, -3.40132], [-3.13588, 4.57375, -4.21991], [-3.91922, 3.55519, -2.97782], [-1.59634, 6.31514, -0.43925], [0.56205, 5.51390, 0.45669]], "forces_ev_per_a": [[0.182, 0.130, 0.057], [0.031, -0.639, -0.311], [-0.140, 0.518, 0.373], [-0.091, 0.349, 0.142], [0.594, 0.054, -0.839], [0.059, -0.051, 0.410], [-0.570, -0.174, 0.992], [-0.118, 0.026, 0.219], [0.368, 0.283, -0.183], [-0.204, 0.318, 0.362], [0.021, -0.137, -0.233], [-0.434, -0.142, 0.413], [-0.100, -0.192, -0.322], [-0.020, 0.281, 0.013], [0.123, -0.355, 0.202], [0.053, -0.087, 0.069], [0.111, 0.244, 0.309], [-0.055, -0.067, -0.159], [-0.069, -0.168, -0.112], [-0.136, 0.015, -0.407], [0.064, 0.079, 0.208], [0.033, -0.140, 0.053], [0.426, -0.122, -0.492], [0.176, 0.435, -0.218], [0.045, -0.038, -0.064], [0.157, 0.181, 0.220], [-0.299, 0.164, -0.140], [0.144, -0.013, 0.055], [0.205, 0.122, 0.237], [-0.114, -0.113, -0.159], [-0.156, 0.021, -0.089], [-0.017, -0.067, -0.190], [0.173, 0.198, -0.109], [0.066, -0.116, -0.214], [-0.406, -0.916, 0.643], [0.493, 0.441, -0.754], [-0.064, 0.036, -0.069], [0.009, -0.118, -0.027], [-0.121, -0.061, 0.063], [0.017, 0.116, -0.095], [-0.037, 0.022, 0.192], [-0.123, -0.220, 0.133], [-0.016, -0.007, -0.004], [-0.113, -0.166, -0.011], [0.045, 0.102, -0.259], [-0.011, 0.037, -0.014], [-0.022, -0.087, -0.094], [-0.029, 0.057, -0.065], [-0.030, 0.010, 0.017], [0.034, 0.016, -0.009], [-0.009, 0.093, 0.009], [-0.041, -0.011, 0.003], [0.030, 0.004, -0.028], [0.077, 0.003, 0.142], [-0.010, -0.046, -0.168], [-0.131, -0.032, 0.250], [0.022, -0.122, -0.029], [-0.100, -0.044, -0.069], [0.053, -0.075, -0.032], [-0.017, -0.018, 0.039], [0.018, 0.031, -0.022], [-0.070, 0.111, 0.050], [0.042, 0.043, 0.114]], "nbo_charge": [-0.617, -0.212, -0.115, -0.074, 0.117, -0.494, 0.315, 0.208, -0.605, 0.675, -0.602, -0.592, 0.154, -0.248, -0.291, 0.299, -0.504, -0.251, 0.254, -0.485, -0.252, -0.322, -0.451, -0.250, -0.094, -0.116, -0.305, 0.299, -0.494, -0.253, -0.266, -0.188, 0.656, -0.580, -0.048, -0.209, 0.218, 0.218, 0.215, 0.204, 0.234, 0.231, 0.241, 0.257, 0.409, 0.255, 0.223, 0.201, 0.171, 0.178, 0.203, 0.174, 0.177, 0.220, 0.217, 0.263, 0.214, 0.224, 0.199, 0.176, 0.180, 0.225, 0.214]}

=====

Record 6
{"formula": "C9H20N4O4P", "method": "ωB97M-V/def2-TZVPD", "mol_weight_da": 279.26, "energy_ev": -33088.876, "total_charge": 1, "e_lumo_ha": -0.0980, "homo_lumo_gap_ev": 8.8, "elements": ["C", "N", "C", "O", "C", "O", "O", "P", "N", "O", "H", "H", "H", "H", "H", "H", "H", "H", "H", "C", "C", "N", "C", "C", "N", "C", "C", "H", "H", "H", "H", "H", "H", "H", "H", "H", "H", "H"], "xyz": [[-4.26843, -1.24416, -0.63015], [-4.25418, -1.16584, -2.14571], [-3.08746, -0.28286, -2.63712], [-2.10113, -1.06361, -3.36840], [-0.74172, -0.98043, -2.84898], [-0.18170, -0.00863, -2.12991], [0.18232, -2.09757, -3.24098], [-0.02497, -3.47714, -2.20285], [0.80821, -3.21078, -0.60842], [-1.71179, -3.70054, -1.76401], [-3.25123, -1.57356, -0.15339], [-5.06714, -2.06630, -0.34007], [-4.60015, -0.22320, -0.16295], [-4.14778, -2.13117, -2.56910], [-2.71805, 0.29736, -1.69716], [-3.60112, 0.48735, -3.38925], [1.45310, -4.02873, -0.52707], [0.08729, -3.28020, 0.15757], [-2.15429, -4.28509, -2.47616], [1.37326, 4.62324, 1.94794], [1.90137, 3.45073, 2.75340], [1.90635, 2.17993, 2.01491], [0.94725, 1.72191, 1.12032], [1.35053, 0.48511, 0.70405], [2.52832, 0.20231, 1.37241], [2.85059, 1.23610, 2.16427], [3.30952, -1.02315, 1.26302], [0.31394, 4.49372, 1.70693], [1.47146, 5.55196, 2.51938], [1.92379, 4.73410, 1.00890], [1.30268, 3.30518, 3.65873], [2.93173, 3.66237, 3.06146], [0.09562, 2.33546, 0.88540], [0.94193, -0.23997, 0.02101], [3.71530, 1.29499, 2.81470], [3.34241, -1.50868, 2.24189], [4.32165, -0.77040, 0.93899], [2.85252, -1.69977, 0.53640]], "forces_ev_per_a": [[-0.568, -0.878, 0.534], [2.206, -0.141, 0.373], [-3.087, 1.405, 0.506], [4.295, 0.316, 2.328], [2.653, 3.526, 1.974], [-4.218, -5.675, -4.095], [-4.386, 2.006, 2.601], [0.272, -2.160, -0.385], [-2.189, -0.150, -0.487], [1.537, 0.194, -1.477], [-1.661, 0.610, -0.863], [1.606, 1.817, -0.482], [0.611, -1.935, -1.020], [-0.113, 1.606, 0.787], [-0.034, -1.124, -1.985], [1.626, -1.708, 1.403], [-0.863, 0.835, -0.181], [1.065, 0.099, -0.835], [1.292, 1.394, 1.486], [-0.188, -0.073, -0.350], [0.023, 0.422, 0.491], [0.401, -0.675, -0.113], [0.627, -0.078, 0.255], [0.296, 0.181, 0.521], [-0.189, 0.653, 0.243], [-0.828, 0.052, -0.644], [0.315, -0.300, 0.046], [0.121, 0.087, 0.049], [0.015, -0.269, -0.049], [-0.036, 0.027, 0.139], [0.105, 0.020, -0.122], [-0.187, -0.244, -0.066], [0.003, -0.178, -0.175], [-0.168, 0.158, -0.169], [-0.195, 0.020, -0.189], [0.028, 0.012, -0.199], [-0.142, -0.118, 0.033], [-0.045, 0.266, 0.118]], "nbo_charge": [-0.443, -0.643, 0.061, -0.506, 0.983, -0.624, -0.761, 1.424, -1.188, -0.997, 0.172, 0.223, 0.206, 0.373, 0.201, 0.206, 0.404, 0.395, 0.520, -0.625, -0.212, -0.281, -0.042, -0.031, -0.280, 0.242, -0.422, 0.217, 0.250, 0.228, 0.223, 0.223, 0.256, 0.283, 0.246, 0.228, 0.232, 0.258]}